C40H93CaF3N12O13PS | ωB97M-V with the def2-TZVPD basis set

* energy relative to the best compared isomer or geometry (same formula, charge and spin): 94.75 kcal/mol
* F_max: 3.85 eV Å⁻¹
* charge: +1
* E_HOMO: -9.54 eV
* 2S+1: 1
* LUMO energy: -2.97 eV
* M: 1110.4 g/mol

Geometry (Å):
Ca1 16.30 9.40 -14.24
C1 13.44 12.94 -15.86
F1 13.31 12.28 -16.97
F2 13.17 14.25 -16.00
F3 12.56 12.33 -15.12
S1 15.17 12.82 -15.09
O1 15.20 13.52 -13.79
O2 15.37 11.34 -14.85
O3 16.15 13.41 -16.06
C2 13.60 10.43 -12.23
O4 14.45 9.77 -12.83
N1 12.26 10.48 -12.53
C3 11.27 11.29 -11.77
C4 11.67 9.78 -13.66
H1 13.81 11.15 -11.43
H2 10.83 12.05 -12.42
H3 11.70 11.95 -11.01
H4 10.68 10.65 -11.12
H5 11.39 10.51 -14.42
H6 12.38 9.11 -14.15
H7 10.88 9.07 -13.41
C5 19.23 14.94 -16.22
O5 20.07 14.18 -16.68
N2 19.33 15.66 -15.10
C6 18.43 16.79 -14.71
C7 20.54 15.65 -14.30
H8 18.29 15.14 -16.76
H9 19.12 17.62 -14.56
H10 17.85 16.60 -13.81
H11 17.75 17.03 -15.53
H12 20.31 15.61 -13.24
H13 21.16 14.78 -14.54
H14 21.13 16.55 -14.50
C8 9.16 14.64 -12.91
O6 8.22 14.84 -12.12
N3 9.64 15.59 -13.69
C9 10.65 15.43 -14.70
C10 9.17 16.95 -13.65
H15 9.68 13.68 -13.05
H16 10.74 14.37 -14.96
H17 11.65 15.77 -14.43
H18 10.40 16.04 -15.57
H19 9.93 17.73 -13.53
H20 8.55 16.95 -14.54
H21 8.39 17.04 -12.90
C11 18.41 10.68 -11.51
O7 17.50 10.47 -12.31
N4 19.06 11.87 -11.49
C12 20.20 12.04 -10.58
C13 18.60 13.03 -12.32
H22 18.84 9.95 -10.81
H23 21.07 12.24 -11.22
H24 20.30 11.33 -9.76
H25 19.92 12.93 -10.01
H26 17.72 12.93 -12.95
H27 18.44 13.86 -11.62
H28 19.36 13.33 -13.03
C14 13.06 17.60 -17.41
O8 11.91 18.01 -17.58
N5 13.81 17.61 -16.29
C15 15.17 17.03 -16.30
C16 13.29 18.17 -15.06
H29 13.52 17.06 -18.26
H30 15.86 17.87 -16.29
H31 15.24 16.37 -17.16
H32 15.24 16.27 -15.52
H33 12.57 17.53 -14.56
H34 14.17 18.38 -14.45
H35 12.88 19.14 -15.37
C17 12.17 7.91 -19.01
O9 13.12 8.50 -19.45
N6 11.51 8.30 -17.93
C18 10.55 7.43 -17.15
C19 11.72 9.59 -17.33
H36 11.72 7.00 -19.43
H37 10.63 6.44 -17.59
H38 9.61 7.95 -17.36
H39 10.73 7.47 -16.07
H40 12.10 9.65 -16.31
H41 12.45 10.25 -17.80
H42 10.78 10.12 -17.43
C20 16.14 9.36 -18.18
O10 16.40 9.54 -17.01
N7 16.20 10.32 -19.13
C21 16.02 9.90 -20.57
C22 16.75 11.66 -18.87
H43 15.83 8.41 -18.63
H44 15.68 8.88 -20.75
H45 16.97 10.04 -21.09
H46 15.28 10.53 -21.06
H47 16.99 11.96 -17.85
H48 17.65 11.65 -19.49
H49 16.14 12.38 -19.40
C23 19.01 11.22 -15.63
O11 18.07 10.75 -14.98
N8 20.29 10.92 -15.43
C24 21.39 11.36 -16.35
C25 20.78 9.90 -14.42
H50 18.87 11.83 -16.54
H51 22.08 12.00 -15.79
H52 21.01 12.11 -17.05
H53 21.96 10.58 -16.84
H54 21.18 9.03 -14.93
H55 21.59 10.35 -13.83
H56 19.98 9.59 -13.75
O12 15.67 16.48 -9.04
P1 14.32 16.62 -9.63
N9 13.64 15.24 -10.40
C26 14.48 14.36 -11.14
C27 12.26 14.79 -10.33
N10 14.13 17.74 -10.87
C28 12.80 17.85 -11.52
C29 15.27 18.13 -11.70
N11 13.18 17.14 -8.41
C30 13.09 18.56 -7.91
C31 12.58 16.13 -7.53
H57 13.89 13.80 -11.87
H58 15.14 13.68 -10.59
H59 15.14 14.90 -11.82
H60 12.23 13.83 -9.80
H61 11.80 14.67 -11.31
H62 11.57 15.45 -9.80
H63 12.12 17.89 -10.68
H64 12.82 18.77 -12.11
H65 12.75 17.00 -12.20
H66 15.58 17.26 -12.28
H67 14.86 18.86 -12.40
H68 16.04 18.74 -11.22
H69 12.07 18.96 -7.82
H70 13.68 18.67 -7.00
H71 13.71 19.10 -8.63
H72 12.96 15.14 -7.77
H73 11.51 16.20 -7.71
H74 12.57 16.36 -6.46
C32 12.87 14.79 -19.63
C33 12.28 14.37 -20.98
C34 12.94 13.04 -21.38
C35 12.48 11.78 -20.69
C36 11.02 11.63 -20.54
C37 10.20 12.91 -20.20
N12 10.83 14.06 -20.90
O13 9.95 15.18 -20.83
C38 8.83 12.62 -20.83
C39 10.21 13.17 -18.65
C40 12.55 15.53 -21.98
H75 12.23 15.48 -19.07
H76 13.78 15.39 -19.66
H77 13.08 13.92 -19.02
H78 12.85 12.83 -22.45
H79 14.02 12.96 -21.27
H80 12.93 11.72 -19.70
H81 12.85 10.84 -21.11
H82 10.83 10.84 -19.81
H83 10.61 11.11 -21.40
H84 8.04 13.30 -20.51
H85 8.88 12.82 -21.90
H86 8.34 11.66 -20.65
H87 9.46 12.57 -18.13
H88 11.18 12.97 -18.19
H89 10.02 14.21 -18.40
H90 12.16 16.46 -21.57
H91 12.05 15.45 -22.95
H92 13.58 15.64 -22.30
H93 9.55 15.13 -21.70

C24H29F4Si | ωB97M-V with the def2-TZVPD basis set

* F_max: 1.10 eV Å⁻¹
* charge: +1
* E_HOMO: -11.10 eV
* 2S+1: 1
* LUMO energy: -6.43 eV
* M: 421.6 g/mol

Geometry (Å):
C1 -5.44 -1.96 0.50
C2 -5.42 -0.63 -0.24
C3 -5.79 -0.83 -1.71
C4 -6.40 0.35 0.41
Si1 -3.65 0.11 -0.14
C5 -3.58 1.75 -1.03
C6 -3.18 0.39 1.65
C7 -2.38 -1.04 -0.91
C8 -0.97 -0.57 -0.84
C9 -0.15 -0.87 0.15
H1 -5.17 -1.83 1.55
H2 -6.44 -2.41 0.47
H3 -4.74 -2.67 0.05
H4 -5.76 0.11 -2.25
H5 -5.09 -1.52 -2.19
H6 -6.79 -1.25 -1.80
H7 -6.39 1.31 -0.10
H8 -7.42 -0.04 0.37
H9 -6.15 0.51 1.46
H10 -2.57 2.14 -0.96
H11 -3.83 1.62 -2.08
H12 -4.27 2.45 -0.58
H13 -2.19 0.82 1.68
H14 -3.88 1.07 2.12
H15 -3.18 -0.56 2.18
H16 -2.48 -2.00 -0.40
H17 -2.69 -1.19 -1.94
H18 -0.63 0.07 -1.64
H19 0.86 -0.52 0.17
H20 -0.47 -1.48 0.97
F1 2.73 4.83 0.74
C10 2.42 3.96 -0.25
C11 1.59 4.34 -1.28
C12 1.27 3.44 -2.29
F2 0.46 3.83 -3.30
C13 1.77 2.16 -2.25
C14 2.62 1.75 -1.22
C15 3.14 0.42 -1.19
C16 4.03 -0.03 -0.23
C17 4.54 -1.31 -0.15
C18 5.44 -1.75 0.87
C19 5.96 -3.05 0.86
C20 6.80 -3.49 1.85
F3 7.29 -4.75 1.82
C21 7.15 -2.64 2.89
C22 6.65 -1.35 2.93
F4 6.99 -0.52 3.94
C23 5.81 -0.91 1.93
C24 2.92 2.68 -0.22
H21 1.20 5.34 -1.30
H22 1.52 1.49 -3.05
H23 2.82 -0.27 -1.95
H24 4.38 0.68 0.49
H25 4.24 -2.01 -0.91
H26 5.70 -3.73 0.06
H27 7.80 -2.98 3.67
H28 5.44 0.09 2.01
H29 3.55 2.42 0.61